{"formula": "C92H212N12O16", "method": "ωB97M-V/def2-TZVPD", "total_charge": 0, "relative_energy_kcal_mol": 89.4, "e_tot_ev": -149465.0468, "largest_force_ev_per_a": 3.99, "orbital_gap_ev": 8.26, "species": ["C", "C", "C", "C", "C", "C", "N", "O", "C", "C", "C", "H", "H", "H", "H", "H", "H", "H", "H", "H", "H", "H", "H", "H", "H", "H", "H", "H", "H", "H", "C", "C", "C", "C", "C", "C", "N", "O", "C", "C", "C", "H", "H", "H", "H", "H", "H", "H", "H", "H", "H", "H", "H", "H", "H", "H", "H", "H", "H", "H", "C", "C", "C", "C", "C", "C", "N", "O", "C", "C", "C", "H", "H", "H", "H", "H", "H", "H", "H", "H", "H", "H", "H", "H", "H", "H", "H", "H", "H", "H", "C", "C", "C", "C", "C", "C", "N", "O", "C", "C", "C", "H", "H", "H", "H", "H", "H", "H", "H", "H", "H", "H", "H", "H", "H", "H", "H", "H", "H", "H", "C", "C", "C", "C", "C", "C", "N", "O", "C", "C", "C", "H", "H", "H", "H", "H", "H", "H", "H", "H", "H", "H", "H", "H", "H", "H", "H", "H", "H", "H", "C", "C", "C", "C", "C", "C", "N", "O", "C", "C", "C", "H", "H", "H", "H", "H", "H", "H", "H", "H", "H", "H", "H", "H", "H", "H", "H", "H", "H", "H", "C", "C", "C", "C", "C", "C", "N", "O", "C", "C", "C", "H", "H", "H", "H", "H", "H", "H", "H", "H", "H", "H", "H", "H", "H", "H", "H", "H", "H", "H", "C", "C", "C", "C", "C", "C", "N", "O", "C", "C", "C", "H", "H", "H", "H", "H", "H", "H", "H", "H", "H", "H", "H", "H", "H", "H", "H", "H", "H", "H", "C", "O", "H", "H", "H", "H", "C", "O", "H", "H", "H", "H", "C", "O", "H", "H", "H", "H", "C", "O", "H", "H", "H", "H", "C", "C", "C", "O", "C", "N", "H", "H", "H", "H", "H", "H", "H", "H", "H", "H", "H", "C", "C", "C", "O", "C", "N", "H", "H", "H", "H", "H", "H", "H", "H", "H", "H", "H", "C", "C", "C", "O", "C", "N", "H", "H", "H", "H", "H", "H", "H", "H", "H", "H", "H", "C", "C", "C", "O", "C", "N", "H", "H", "H", "H", "H", "H", "H", "H", "H", "H", "H"], "coordinates": [[-6.781000, 3.195143, 5.582054], [-5.364607, 3.549340, 6.125688], [-5.227365, 2.619465, 7.362738], [-3.760573, 2.500686, 7.884374], [-2.794901, 2.148006, 6.659356], [-2.917758, 3.047414, 5.431102], [-4.313843, 3.243920, 5.080307], [-4.509821, 4.034797, 4.000172], [-2.176663, 4.396387, 5.706461], [-2.242214, 2.288084, 4.246129], [-5.447964, 4.985378, 6.709691], [-6.985009, 2.247140, 5.084288], [-7.118793, 3.933433, 4.854775], [-7.439768, 3.280797, 6.446220], [-5.845938, 2.788841, 8.244087], [-5.488477, 1.619615, 7.016015], [-3.704562, 1.847401, 8.755103], [-3.506422, 3.506129, 8.219923], [-3.128662, 1.148078, 6.382123], [-1.787693, 2.254430, 7.062227], [-2.207163, 5.055310, 4.838709], [-2.710103, 4.896217, 6.514977], [-1.198169, 4.157039, 6.122828], [-2.410107, 2.786053, 3.291175], [-1.155322, 2.329839, 4.317061], [-2.565991, 1.270499, 4.027525], [-5.593119, 5.654419, 5.861504], [-4.575151, 5.210268, 7.322639], [-6.341519, 5.106062, 7.322139], [-4.417381, 3.406929, 3.279867], [7.132948, -5.054775, 1.396079], [5.930883, -4.414604, 2.094815], [5.008365, -3.985687, 0.856089], [3.552916, -3.608924, 1.339291], [2.907981, -4.749293, 2.165094], [3.812682, -5.282745, 3.382816], [5.228908, -5.368761, 3.002660], [5.985952, -5.804497, 4.079070], [3.647038, -4.228570, 4.567188], [3.267176, -6.689615, 3.780668], [6.396048, -3.099132, 2.750833], [7.751470, -4.344950, 0.846830], [6.962475, -5.848428, 0.668646], [7.846353, -5.353045, 2.164313], [5.415466, -3.058810, 0.452003], [4.831839, -4.728179, 0.077866], [3.015240, -3.475177, 0.400607], [3.537300, -2.632360, 1.823221], [2.705852, -5.535565, 1.437753], [1.940871, -4.325556, 2.435728], [3.452776, -3.206089, 4.243295], [2.770144, -4.457334, 5.172854], [4.386674, -4.183575, 5.366562], [3.358933, -7.352846, 2.920553], [3.650980, -7.287213, 4.607510], [2.194934, -6.545850, 3.913761], [6.743813, -3.288502, 3.766359], [5.545529, -2.441475, 2.930306], [7.235621, -2.564312, 2.306783], [6.585853, -6.439264, 3.680584], [-5.124904, -0.991108, -2.737949], [-5.015643, -2.528709, -2.861556], [-3.831765, -2.806401, -3.874730], [-3.356195, -4.257508, -3.850069], [-3.011094, -4.749646, -2.432709], [-4.124928, -4.517796, -1.381649], [-4.643720, -3.145040, -1.501227], [-5.628074, -2.945637, -0.582877], [-5.155020, -5.554299, -1.499569], [-3.432977, -4.654229, 0.044212], [-6.325386, -3.115448, -3.450412], [-5.063848, -0.423226, -3.666318], [-4.292708, -0.590418, -2.159167], [-5.980243, -0.654208, -2.152292], [-4.163450, -2.508174, -4.869288], [-3.031646, -2.151208, -3.530308], [-2.508431, -4.375016, -4.525050], [-3.986610, -5.043184, -4.266453], [-2.146406, -4.139609, -2.171427], [-2.644001, -5.740447, -2.700371], [-5.935079, -5.505070, -0.739833], [-5.545798, -5.646653, -2.512914], [-4.759045, -6.539198, -1.252026], [-2.859255, -3.763516, 0.300275], [-4.071975, -4.819382, 0.911688], [-2.637727, -5.397165, 0.105263], [-7.126462, -2.981818, -2.723408], [-6.169736, -4.177786, -3.638300], [-6.510677, -2.586509, -4.385286], [-5.348810, -2.224586, -0.013939], [1.045065, -1.128263, 1.765855], [0.832073, 0.359429, 1.274212], [1.883354, 0.772599, 0.266720], [1.712325, 0.329321, -1.190188], [0.274776, 0.579850, -1.673162], [-0.887084, 0.098775, -0.690288], [-0.564299, 0.569344, 0.710779], [-1.571232, 0.347053, 1.652560], [-2.121342, 0.959074, -1.133142], [-1.120712, -1.363556, -0.820128], [0.936868, 1.361699, 2.509812], [1.991887, -1.245050, 2.293093], [1.072818, -1.838953, 0.939870], [0.277228, -1.567694, 2.402588], [2.046490, 1.835057, 0.085990], [2.825686, 0.390250, 0.659056], [1.845159, -0.730857, -1.405780], [2.460409, 0.822787, -1.810649], [0.117138, 0.038867, -2.606214], [0.132732, 1.637915, -1.893178], [-3.072558, 0.654890, -0.696375], [-2.001310, 2.004939, -0.850554], [-2.292628, 1.072255, -2.203638], [-0.265536, -2.011999, -0.629638], [-1.905499, -1.667181, -0.127281], [-1.486045, -1.449475, -1.843478], [0.383591, 0.923111, 3.340245], [0.454598, 2.333091, 2.400696], [1.988690, 1.440537, 2.784670], [-2.012886, 1.199317, 1.666196], [-1.952477, -3.968711, 2.980903], [-1.628195, -3.683968, 4.447316], [-0.392827, -4.423362, 4.938509], [-0.038495, -4.141964, 6.411871], [0.197791, -2.644793, 6.642319], [-0.867115, -1.711306, 6.004825], [-1.307451, -2.214344, 4.679142], [-2.151391, -1.330466, 4.059239], [-2.035659, -1.578089, 7.021636], [-0.152978, -0.347312, 5.868330], [-2.916094, -4.057353, 5.250309], [-1.062620, -3.655661, 2.434774], [-2.722828, -3.400372, 2.459705], [-2.176148, -5.017793, 2.787264], [-0.422392, -5.512273, 4.900002], [0.465237, -4.163559, 4.318570], [0.751889, -4.788209, 6.793646], [-0.793325, -4.562175, 7.076516], [1.212778, -2.389300, 6.337997], [0.186167, -2.512275, 7.724169], [-3.052204, -1.436875, 6.654490], [-2.059700, -2.510201, 7.586153], [-1.874073, -0.864477, 7.829572], [0.090373, 0.002331, 6.871641], [0.758264, -0.295879, 5.272445], [-0.819796, 0.414100, 5.463706], [-3.768560, -3.381619, 5.319446], [-2.751927, -4.096708, 6.327164], [-3.423036, -4.956410, 4.899857], [-1.626380, -1.037216, 3.310935], [0.627807, -2.983872, -5.380932], [1.684349, -3.718238, -4.454403], [1.022669, -3.596630, -3.060773], [1.678758, -4.518854, -2.008314], [1.643585, -5.942692, -2.503113], [2.258399, -6.159490, -3.912870], [1.882218, -5.109111, -4.837475], [2.474087, -5.224915, -6.091063], [3.776055, -6.389463, -3.733867], [1.579852, -7.433673, -4.485416], [3.051416, -2.929777, -4.373458], [-0.254939, -3.621847, -5.337957], [0.887868, -2.949061, -6.438886], [0.483865, -1.916607, -5.212647], [1.074909, -2.617145, -2.585401], [-0.039510, -3.841286, -3.063629], [1.166789, -4.528370, -1.046075], [2.663375, -4.130608, -1.747730], [0.603229, -6.267916, -2.503913], [1.983029, -6.759753, -1.866472], [4.179747, -6.442431, -4.744970], [4.199137, -5.562986, -3.162878], [4.097997, -7.332341, -3.291781], [1.678797, -8.239212, -3.757813], [0.513036, -7.226689, -4.570038], [1.990540, -7.864044, -5.398765], [2.903656, -2.052351, -3.743861], [3.550851, -2.718967, -5.319092], [3.813414, -3.512064, -3.855381], [1.698041, -5.333312, -6.645686], [-2.990045, -1.394308, -7.867715], [-3.487016, 0.079821, -7.644558], [-3.022702, 0.518252, -6.231316], [-1.561971, 0.983856, -5.985722], [-1.217111, 2.113193, -6.934307], [-1.437006, 1.674211, -8.434769], [-2.787967, 1.067030, -8.600111], [-3.054419, 0.704601, -9.875248], [-1.515988, 3.013523, -9.252400], [-0.215692, 0.751768, -8.826440], [-5.041366, 0.151994, -7.653524], [-3.183046, -1.825291, -8.850110], [-3.564816, -1.945437, -7.123408], [-1.994237, -1.705095, -7.551678], [-3.690219, 1.249709, -5.775819], [-3.125628, -0.330339, -5.554989], [-0.878091, 0.136353, -6.031984], [-1.498322, 1.366079, -4.966921], [-0.167327, 2.401330, -6.879218], [-1.811483, 3.001580, -6.720769], [-2.357973, 3.672512, -9.040543], [-0.609945, 3.592555, -9.073758], [-1.474181, 2.846319, -10.328689], [-0.387699, 0.484712, -9.869127], [0.741371, 1.270220, -8.768838], [-0.379423, -0.220715, -8.362146], [-5.423310, -0.205077, -8.609938], [-5.298422, 1.202306, -7.516126], [-5.509374, -0.445853, -6.871457], [-2.452652, -0.012057, -10.089469], [6.993926, -1.171051, -3.338652], [6.721276, -0.655250, -1.891652], [7.784350, -1.404604, -0.998694], [7.830724, -0.745708, 0.348474], [8.204826, 0.725323, 0.140014], [7.300486, 1.579190, -0.735801], [6.951926, 0.822611, -1.935619], [6.231653, 1.541896, -2.879474], [5.989645, 1.890466, 0.102183], [8.124089, 2.821713, -1.081454], [5.269206, -1.066427, -1.489629], [7.089328, -2.256626, -3.315588], [7.990353, -0.857166, -3.649643], [6.213751, -0.812796, -4.010281], [7.566684, -2.456913, -0.816007], [8.771600, -1.424909, -1.460228], [8.634643, -1.243888, 0.890345], [6.902098, -0.957176, 0.878604], [9.235478, 0.773530, -0.211442], [8.054304, 1.165132, 1.125927], [6.211365, 2.483740, 0.989296], [5.211719, 2.454309, -0.412608], [5.399831, 1.003620, 0.333970], [7.747237, 3.417510, -1.912789], [8.023454, 3.634425, -0.362094], [9.167410, 2.612367, -1.317570], [4.904535, -0.949945, -0.469061], [5.009243, -2.103458, -1.701977], [4.578115, -0.493525, -2.107905], [6.978825, 1.690245, -3.463703], [5.179943, -0.090287, 5.094058], [5.236822, 0.417707, 3.800017], [4.504743, 0.470574, 5.740313], [4.921049, -1.116735, 4.834260], [6.175108, 0.005729, 5.528249], [4.463811, 0.981578, 3.721874], [1.528395, 3.579554, 6.298549], [2.898856, 3.706321, 6.298236], [1.091004, 4.471219, 6.747676], [1.094501, 3.583508, 5.298647], [1.176582, 2.801294, 6.975789], [3.271422, 3.340712, 5.492554], [3.679916, 3.916757, 2.721454], [4.312161, 3.221401, 3.791295], [2.677139, 3.493362, 2.664278], [3.534206, 4.954669, 3.020815], [4.110516, 3.709737, 1.741738], [5.258725, 3.243350, 3.632705], [0.287244, 4.964535, -1.933546], [0.210819, 5.223422, -3.281030], [1.249947, 5.215111, -1.488005], [-0.545084, 5.448549, -1.422590], [0.067977, 3.897938, -1.884766], [-0.660558, 5.076057, -3.655982], [-4.241797, 3.041245, -3.147549], [-3.819964, 4.444964, -3.655961], [-3.901380, 5.460945, -2.499310], [-5.238289, 5.465561, -1.940894], [-6.082538, 6.342591, -2.659883], [-2.420224, 4.248154, -4.169042], [-3.777389, 2.819114, -2.186784], [-3.991026, 2.260946, -3.866127], [-5.330320, 3.037189, -3.090945], [-4.473033, 4.861390, -4.422891], [-3.522648, 6.412377, -2.872726], [-3.145502, 5.103200, -1.800182], [-7.047074, 6.117825, -2.204637], [-6.073461, 6.303435, -3.749153], [-5.753353, 7.353576, -2.419811], [-2.169449, 5.132517, -4.587507], [-2.326396, 3.639367, -4.969456], [0.128766, 7.010510, 4.979395], [0.179169, 7.613746, 3.549198], [-0.756373, 6.883071, 2.572971], [-0.243253, 5.607028, 2.168601], [-1.112043, 4.900703, 1.345159], [-0.215562, 8.984972, 3.686521], [0.651270, 7.607411, 5.726926], [0.490847, 5.983313, 5.022348], [-0.846932, 6.902861, 5.453236], [1.141915, 7.572891, 3.039718], [-0.804871, 7.584084, 1.739705], [-1.704086, 6.832770, 3.109081], [-0.554403, 4.246667, 0.674801], [-1.717450, 5.524228, 0.687284], [-1.785067, 4.315679, 1.971975], [-1.168261, 9.019349, 4.020116], [0.353703, 9.453597, 4.376763], [4.295295, 5.060124, -3.811526], [3.500293, 4.028121, -4.668978], [3.073379, 2.795704, -3.914578], [2.373777, 1.860490, -4.685453], [3.216623, 0.913081, -5.326057], [2.355821, 4.676525, -5.256554], [3.662771, 5.772160, -3.281415], [4.960180, 5.648116, -4.444204], [5.031788, 4.622541, -3.137583], [4.162615, 3.699070, -5.469698], [2.360726, 2.990647, -3.113191], [3.888933, 2.277999, -3.409644], [4.164341, 1.338984, -5.655510], [2.707706, 0.442323, -6.167181], [3.454205, 0.153186, -4.581602], [1.970604, 3.807660, -5.598296], [1.677563, 4.920462, -4.549043], [-6.264558, -1.337578, 2.800532], [-5.311604, -0.073521, 2.747956], [-5.970334, 1.126832, 2.030019], [-4.987146, 2.145931, 1.994320], [-4.939961, 2.890551, 0.765619], [-4.997428, 0.193027, 4.145461], [-6.341471, -1.845681, 1.839268], [-7.232359, -0.976297, 3.148295], [-5.922019, -2.173243, 3.410790], [-4.401846, -0.430236, 2.265049], [-6.890223, 1.476068, 2.498998], [-6.265011, 0.850550, 1.017627], [-5.926999, 3.231850, 0.453571], [-4.466066, 2.406568, -0.088362], [-4.340795, 3.790918, 0.901446], [-4.199313, -0.408925, 4.289634], [-4.719231, 1.152095, 4.296776]], "atomic_forces_ev_per_a": [[0.0, 1.1, -0.3], [-0.8, -0.8, 1.0], [2.1, -1.7, -0.3], [-0.3, 1.4, -2.0], [-1.8, 0.2, 1.9], [0.7, 0.6, -0.2], [-1.5, -1.9, 3.2], [0.3, 1.7, -1.3], [-0.8, -0.9, 0.3], [0.2, 0.8, -0.5], [0.1, -0.2, -1.2], [0.8, -0.4, 0.4], [0.1, 0.3, 0.0], [-0.2, -0.1, -0.1], [-0.4, 0.7, -0.5], [-0.2, -0.3, 0.0], [0.3, -0.3, -0.3], [0.3, 0.1, 0.3], [0.7, -0.3, -0.1], [0.2, -0.7, -0.4], [0.4, -0.2, 0.0], [0.0, 0.1, 0.0], [0.3, 0.3, -0.5], [-0.3, 0.5, 0.0], [0.1, -0.2, 0.4], [0.0, -0.1, 0.7], [0.5, 0.4, 0.1], [-0.1, 0.3, -0.2], [0.0, -0.3, 0.1], [-0.5, -0.1, -0.6], [1.1, -0.2, 0.8], [-0.6, 0.8, -2.1], [-1.7, 0.4, 2.4], [1.4, -0.7, -0.4], [1.4, 0.6, -0.3], [-0.3, 1.5, 0.8], [-0.8, -0.1, -2.8], [0.6, 0.4, 0.6], [-0.9, -0.5, 0.3], [-0.4, 0.4, -0.9], [-0.3, -0.3, 1.5], [-0.4, 0.6, -0.1], [-0.5, -0.3, 0.4], [0.1, -0.6, 0.1], [0.4, -0.3, -0.2], [0.7, -0.3, 0.1], [-0.5, 0.1, 0.1], [0.1, -0.1, 0.3], [0.1, -0.4, 0.2], [-0.1, -0.5, 0.8], [0.3, 0.0, -0.4], [-0.5, -0.3, -0.2], [0.7, -0.3, -0.6], [0.1, 0.1, -0.3], [0.4, 0.8, 0.3], [-0.1, -0.1, 0.3], [0.1, -0.4, 0.2], [0.0, 0.3, -0.4], [-0.4, -0.2, -0.5], [0.0, -0.3, 0.1], [0.4, 0.0, 1.2], [0.4, -0.8, -0.4], [-1.1, -0.6, 1.3], [-0.2, -0.1, 0.0], [0.6, 1.7, -1.4], [1.9, -0.1, 1.0], [2.0, 1.2, -2.4], [-1.8, 0.0, 0.9], [-1.2, -2.1, 0.1], [0.4, 0.6, -0.2], [1.0, 0.3, 0.6], [-0.4, -0.4, -0.3], [0.4, -0.3, 0.1], [-0.4, -0.2, -0.3], [0.0, 0.1, 0.0], [0.4, 0.0, -0.3], [0.5, 0.2, 0.3], [-1.0, 0.5, -0.2], [0.2, -0.1, 0.6], [-0.3, -0.5, 1.3], [-0.4, 0.7, -0.3], [-0.3, 0.1, 0.2], [0.6, -0.1, -0.2], [-0.2, 0.5, -0.4], [-0.5, -0.1, -0.4], [-0.3, -0.6, -0.5], [-0.2, 0.0, -0.2], [-0.3, 0.1, -0.2], [-0.4, -0.1, 0.0], [0.3, 0.1, 0.1], [0.2, 0.4, -0.5], [-2.1, 0.5, 1.2], [0.7, -0.5, -1.3], [-1.1, -1.1, 0.0], [-0.2, 0.1, 0.8], [0.9, 2.4, 0.5], [2.3, 0.8, -1.7], [-0.1, -0.7, -0.1], [-0.1, 0.0, 0.3], [-0.8, -0.4, -0.1], [-0.4, -1.7, -0.3], [0.0, 0.2, 0.1], [0.3, 0.2, -0.3], [-0.3, 0.6, 0.3], [-0.5, 0.5, 1.0], [0.3, 0.0, 0.0], [0.5, -0.4, 0.6], [-0.2, 0.2, -0.1], [-0.1, 0.1, -0.2], [-0.1, 0.1, 0.1], [0.0, -0.4, 0.1], [0.4, 0.0, 0.4], [0.3, -0.7, -0.3], [0.1, 0.2, -0.3], [-0.2, -0.1, -0.1], [-0.1, -0.8, -0.1], [0.2, -0.2, 0.2], [0.3, 0.1, -0.7], [0.0, 0.2, 0.1], [-0.3, 0.1, 0.3], [1.2, 0.7, -0.6], [-2.4, 1.3, 1.2], [0.8, -0.7, 0.9], [-0.5, 0.1, -0.2], [-0.1, -1.0, 0.3], [0.2, 0.2, 0.2], [2.4, -1.7, 0.2], [-1.1, 0.3, -0.2], [0.0, -0.7, 0.7], [-0.8, 0.5, 0.0], [-0.4, -0.2, 0.9], [0.4, -0.4, -0.4], [-0.4, 0.2, 0.9], [0.3, -0.1, 0.3], [-0.7, -0.1, -0.5], [0.0, 0.3, -0.2], [0.9, 0.4, -0.6], [-0.8, 0.5, -0.2], [-0.1, 0.1, -0.4], [0.0, 0.5, 0.1], [0.2, 0.2, -0.5], [-0.2, -0.3, -0.1], [0.3, 0.5, -0.3], [0.1, -0.1, 0.1], [0.0, -0.6, -0.1], [-0.1, -0.1, 0.0], [0.3, 0.9, -1.1], [0.5, -0.7, 0.0], [0.5, -0.5, 0.1], [-0.2, 0.5, -0.4], [1.1, -1.1, -0.8], [0.6, 2.2, 0.3], [0.4, -1.3, 1.5], [0.1, -0.2, 0.2], [-0.6, -0.6, -0.9], [-0.2, -1.7, 0.4], [-1.6, 1.1, 1.1], [0.3, 0.0, -0.3], [-0.1, 0.4, -1.0], [0.2, -0.3, 0.9], [-0.3, -0.6, 0.2], [-0.4, 0.5, 0.2], [0.5, -0.5, -0.2], [-0.2, -0.2, 0.9], [0.1, 0.5, -0.8], [-0.1, -0.1, -0.4], [-0.4, 0.4, 0.0], [0.4, -0.2, -0.3], [-0.6, 0.5, -0.6], [1.0, 0.4, 0.4], [0.4, 0.4, 0.0], [0.3, 0.0, -0.1], [-0.6, 0.0, 0.4], [0.0, -0.1, 0.2], [0.0, 0.0, -0.3], [0.1, 0.5, -0.2], [0.1, 0.4, -0.4], [-0.5, 0.3, -0.2], [-0.2, -0.3, 0.2], [0.1, -0.2, -0.4], [-0.9, 0.0, 0.8], [2.8, 0.4, 0.5], [0.5, -0.5, 1.0], [-0.8, 0.3, -0.4], [0.1, -0.9, -1.3], [-0.3, 1.2, 0.9], [-1.3, -0.1, 2.8], [-0.3, -0.1, -1.9], [1.3, -0.6, -0.4], [-2.4, 0.4, -1.1], [1.1, 0.4, -1.0], [-0.2, 0.2, 0.0], [-0.5, -0.4, -0.3], [0.5, 0.9, -0.2], [-0.2, 0.4, -0.5], [-0.3, -0.3, 0.0], [0.2, 0.1, -0.3], [0.0, -0.1, 0.2], [0.0, 0.1, 0.2], [-0.2, 0.0, -0.1], [-0.2, -0.5, 0.3], [0.2, 0.1, 0.3], [-0.3, -0.2, -0.1], [0.4, 0.2, -0.4], [-0.1, -0.4, 0.4], [0.8, 0.2, 0.7], [-0.1, 0.1, 0.0], [-0.2, -0.1, -0.1], [0.4, 0.0, 0.2], [0.2, -0.5, -0.3], [-0.1, 0.1, 0.9], [0.1, -1.0, -0.7], [-0.8, 0.7, -0.1], [0.7, 0.0, -0.7], [-0.8, -0.6, 1.4], [-1.6, -0.3, 0.2], [2.0, -1.7, 1.7], [-0.1, -0.2, -0.2], [0.0, 0.5, -0.6], [-0.8, 1.2, -0.6], [-0.4, 0.2, -0.5], [-0.6, -0.1, -0.1], [-0.1, 0.5, -0.1], [0.2, -0.2, -0.2], [-0.7, -0.1, -0.6], [0.1, 0.4, -0.2], [0.0, 0.2, 0.5], [-0.1, 0.5, 0.1], [0.0, 0.1, 0.2], [0.9, 0.4, 0.1], [0.1, -0.3, 0.2], [0.4, 0.5, -0.7], [0.7, -0.4, 0.5], [-0.4, -0.6, -0.6], [0.4, -0.5, 0.9], [-0.1, -0.1, 0.3], [0.6, 0.4, 0.3], [0.5, -0.2, -0.3], [-0.1, 0.2, -0.1], [-0.5, 0.5, -0.8], [0.6, -0.7, -0.1], [-0.2, 1.6, -1.4], [-0.3, -0.4, 0.0], [-0.2, -0.5, 1.7], [0.0, -0.4, 0.2], [0.1, 0.4, -0.5], [-1.2, 0.9, 0.5], [1.2, 0.1, 0.1], [0.1, 0.4, 0.1], [-0.1, -0.6, -0.1], [-0.1, -0.7, -0.5], [0.2, 0.0, -0.2], [-1.3, -0.4, 0.5], [0.3, -0.3, -0.3], [-0.1, 0.1, 0.0], [0.4, 0.2, -0.6], [0.4, 0.4, 0.1], [0.2, -0.1, 0.2], [-1.5, -1.2, 0.4], [1.3, 1.6, -1.9], [-0.1, 0.1, -0.3], [0.2, 0.3, 0.5], [0.4, -0.4, 1.0], [-0.2, -0.5, 0.6], [-0.8, 0.9, -0.8], [0.5, -1.5, 0.1], [0.4, -1.3, -0.4], [2.2, -0.2, -1.1], [0.0, 0.5, 1.1], [-0.4, 1.7, 0.6], [-0.1, 0.1, -0.1], [0.2, 0.1, 0.0], [0.0, -0.2, 0.5], [-0.2, -0.5, -0.4], [-0.5, 0.6, 0.2], [-0.4, 0.1, 0.7], [-0.3, 0.4, -0.6], [-0.1, -0.7, -0.1], [-0.4, 0.4, 0.1], [0.2, 0.5, -0.2], [-0.6, -0.6, 0.1], [0.7, -1.1, -0.1], [-0.3, -1.3, 1.2], [0.6, 0.6, 0.5], [0.4, 1.4, 0.6], [-0.5, -0.5, -0.2], [-0.5, 1.1, -1.0], [0.6, 0.1, -0.3], [0.4, 0.0, -0.1], [-0.6, 0.4, -0.7], [0.4, -0.1, 0.6], [-0.4, -0.3, -0.5], [-0.5, -0.4, -0.4], [0.2, -0.2, 0.3], [-0.1, 0.4, 0.0], [-0.3, -0.2, -0.1], [-0.2, 0.2, 0.1], [0.1, 0.0, 0.0], [0.6, -0.4, -0.4], [1.2, 1.3, 1.4], [0.1, -0.6, 1.7], [-0.4, -0.4, -1.5], [0.0, -0.1, 0.6], [-0.1, -0.8, -1.0], [-0.2, -0.3, 0.1], [-0.4, 0.2, -0.4], [-0.4, -0.4, 0.4], [0.1, 0.0, -0.2], [-0.1, 0.8, 0.2], [0.6, 0.1, -0.1], [0.0, 0.2, -0.2], [-0.1, 0.2, 0.1], [0.2, -0.3, -0.1], [-1.2, 0.2, -1.1], [0.1, 0.4, 0.5], [0.3, 0.8, -0.8], [-1.6, -1.7, 0.6], [0.8, -1.1, 0.0], [0.5, 0.8, -1.1], [-0.1, 0.5, 0.2], [-0.2, 0.1, -0.2], [-0.4, 0.4, -0.5], [-0.1, -0.4, 0.0], [0.3, 0.6, 0.6], [0.2, 0.5, -0.8], [0.0, 0.0, 0.5], [0.2, -0.2, -0.2], [-0.2, -0.1, 0.1], [-0.1, -0.8, 0.2], [0.0, 0.1, 0.5], [0.3, 0.1, 0.8], [0.2, 0.3, 0.1]]}